Formula: C5H11O2
Source: OMol25
Level of theory: ωB97M-V/def2-TZVPD

## Properties
Kohn-Sham gap: 0.2965 hartree
maximum force: 6.38 eV Å⁻¹
LUMO: 3.9 eV
net charge: -1
HOMO level: -4.1 eV

Geometry (Å):
C -0.61 1.76 0.97
C 0.81 1.81 1.56
C -0.37 0.84 -0.18
H -1.12 2.76 0.95
H -1.16 1.27 1.59
H 1.60 2.39 0.87
H 0.66 2.21 2.56
H -1.30 0.46 -0.63
H 1.26 0.86 1.61
H -0.18 -0.29 -0.05
H 0.29 1.35 -0.88
C 0.60 -2.29 -1.26
C -0.90 -2.13 -1.13
O -1.30 -1.78 0.00
O -1.51 -2.20 -2.14
H 1.04 -1.71 -2.03
H 1.10 -3.33 -1.42
H 1.10 -1.98 -0.39